Formula: C2HCl4O2S
Source: the OMol25 dataset
Level of theory: wB97M-V/def2-TZVPD

Calculated values
LUMO level: 1.53 eV
DFT total energy: -67110.6851 eV
HOMO energy: -4.01 eV
Charge: -1
F_max: 0.069 Eh/bohr
Frontier orbital gap: 5.5 eV

Geometry (Å):
C (0.948129, -0.195377, 0.544474)
C (1.134754, -0.909886, -0.573806)
O (-2.081422, 2.689047, -1.127644)
O (-3.500694, 0.838531, -0.304879)
S (-2.484762, 1.837669, 0.020036)
Cl (-0.718154, -0.009290, 0.946768)
Cl (2.236374, -1.965273, 2.121636)
Cl (2.781039, -0.797820, -1.270688)
Cl (0.075510, -1.917464, -1.497150)
H (1.609229, 0.429866, 1.141250)

Force components x, y, z for each atom (eV/Å):
-0.95 -0.35 -1.50
2.02 1.00 -0.47
-0.43 -1.57 2.33
1.19 1.04 0.65
-1.22 0.99 -3.15
-0.14 -0.50 0.98
0.23 -0.29 0.64
-0.97 -0.34 0.44
0.22 0.59 0.70
0.06 -0.58 -0.62


Formula: C2HCl5
Source: the OMol25 dataset
Level of theory: wB97M-V/def2-TZVPD

Calculated values
LUMO level: 0.27 eV
DFT total energy: -64701.8354 eV
HOMO energy: -11.05 eV
F_max: 0.064 Eh/bohr
Frontier orbital gap: 11.3 eV

Geometry (Å):
Cl (-1.865452, -0.923064, -1.087505)
C (-0.544675, 0.339817, -0.575925)
Cl (-1.149458, 1.956690, 0.003577)
C (0.401495, -0.271048, 0.489288)
Cl (1.529890, 0.945470, 0.979857)
Cl (-0.379239, -0.974028, 1.870339)
Cl (1.322875, -1.565514, -0.280138)
H (-0.032793, 0.446344, -1.458294)

Force components x, y, z for each atom (eV/Å):
1.19 1.64 0.83
-2.38 -0.80 2.10
-0.22 -1.48 -0.73
-0.14 -0.44 -0.62
0.78 0.69 0.37
-0.69 0.12 0.53
0.19 -0.38 -0.55
1.26 0.65 -1.92


Formula: C2HCl5
Source: the OMol25 dataset
Level of theory: wB97M-V/def2-TZVPD

Calculated values
LUMO level (spin up / spin down): -0.83 / -1.06 eV
DFT total energy: -64698.6230 eV
HOMO energy (spin up / spin down): -8.92 / -8.99 eV
F_max: 0.054 Eh/bohr
Frontier orbital gap (spin up / spin down): 8.1 / 7.9 eV

Geometry (Å):
C (-0.059250, 0.850101, 0.767497)
C (4.021389, -0.042691, -0.153190)
Cl (-0.839226, 1.957467, -0.350717)
Cl (1.591941, 1.012952, 1.024931)
Cl (4.338311, 1.340666, -1.053492)
Cl (4.554088, -0.073824, 1.480997)
Cl (4.366805, -1.573788, -0.988592)
H (-0.289276, -0.230931, 0.465032)

Force components x, y, z for each atom (eV/Å):
-0.90 -1.77 -1.93
0.87 -1.65 -0.16
0.38 -0.30 0.74
0.16 0.47 0.42
0.04 0.50 -0.25
-0.03 0.17 -0.06
-0.45 0.91 0.38
-0.07 1.68 0.88


Formula: C2HClF2OS
Source: the OMol25 dataset
Level of theory: wB97M-V/def2-TZVPD

Calculated values
LUMO level: 0.23 eV
DFT total energy: -32929.7403 eV
HOMO energy: -10.74 eV
F_max: 0.052 Eh/bohr
Frontier orbital gap: 11.0 eV

Geometry (Å):
O (-0.977505, -1.806888, -0.069138)
C (-0.277525, -0.904200, -0.400750)
S (0.378738, -0.564609, -1.982019)
C (0.241205, 0.090871, 0.752838)
F (0.134429, -0.408293, 1.979001)
F (1.448654, 0.590828, 0.396099)
Cl (-0.797619, 1.546856, 0.616048)
H (1.289933, 0.429465, -1.695852)

Force components x, y, z for each atom (eV/Å):
-0.32 -0.06 -0.70
1.30 0.50 2.26
0.29 0.19 -0.81
-1.45 1.09 -1.75
0.90 0.08 -0.79
0.58 -0.95 1.40
-0.43 -0.12 0.33
-0.87 -0.73 0.06


Formula: C2HClF2S
Source: the OMol25 dataset
Level of theory: wB97M-V/def2-TZVPD

Calculated values
LUMO level: -1.21 eV
DFT total energy: -30881.0269 eV
HOMO energy: -9.41 eV
F_max: 0.120 Eh/bohr
Frontier orbital gap: 8.2 eV

Geometry (Å):
F (-1.263520, 0.081429, -1.263926)
C (-0.642448, 0.095336, -0.080630)
F (-1.034118, -1.135357, 0.411382)
Cl (-0.926445, 1.264940, 1.214594)
C (0.935311, 0.110103, -0.124829)
S (1.608191, -1.266674, 0.553943)
H (1.323028, 0.850222, -0.710533)

Force components x, y, z for each atom (eV/Å):
0.18 1.89 0.16
1.65 -2.97 1.09
-0.22 1.06 0.20
-1.04 0.56 -0.67
-2.11 -5.53 1.67
0.00 2.97 -1.29
1.53 2.02 -1.16


Formula: C2HClF2S
Source: the OMol25 dataset
Level of theory: wB97M-V/def2-TZVPD

Calculated values
LUMO level: -1.20 eV
DFT total energy: -30881.7186 eV
HOMO energy: -9.64 eV
F_max: 0.051 Eh/bohr
Frontier orbital gap: 8.4 eV

Geometry (Å):
F (1.445705, -0.563851, 1.235525)
C (1.732167, 0.363145, 0.281687)
F (2.413570, 1.264213, 0.898452)
Cl (2.635613, -0.529800, -1.034936)
C (0.415249, 0.869333, -0.345458)
S (-0.396313, 2.195518, 0.050409)
H (-0.134777, 0.297175, -1.102859)

Force components x, y, z for each atom (eV/Å):
-0.28 -0.13 -0.37
-1.59 -1.91 -0.89
1.12 1.36 -0.06
-0.08 0.77 0.73
-0.95 0.46 -0.07
0.70 0.07 0.37
1.08 -0.63 0.29